This record from OMol25 describes an isolated molecule of C3H6BrF2N at a distorted geometry. The level of theory is the ωB97M-V functional and the def2-TZVPD basis.

Values from the calculation:
electronic energy: -2946.36555 hartree
LUMO level: 0.1 eV
charge: 0
HOMO-LUMO gap: 9.8 eV
SMILES: CCC(F)(F)NBr
ΔE to the lowest compared entry with this formula, charge and spin: 1.235 eV

XYZ file:
```
13
C3H6BrF2N, DFT the ωB97M-V functional and the def2-TZVPD basis
C -1.73 -0.67 0.31
C -0.61 0.39 0.05
C 0.75 -0.15 -0.02
F 1.06 -0.77 1.13
F 0.82 -1.03 -1.09
N 1.76 1.02 -0.18
Br 3.57 0.37 0.10
H -1.61 -1.45 -0.46
H -2.72 -0.38 0.01
H -1.59 -0.99 1.26
H -0.76 1.18 0.76
H -0.69 0.99 -0.81
H 1.75 1.49 -1.06
```

Which charges does Mulliken predict for the atoms? In e, they are: atom 1 (C): -1.1797, atom 2 (C): -0.7904, atom 3 (C): 1.0450, atom 4 (F): -0.2780, atom 5 (F): -0.3085, atom 6 (N): -0.5760, atom 7 (Br): -0.0461, atom 8 (H): 0.3074, atom 9 (H): 0.3786, atom 10 (H): 0.3345, atom 11 (H): 0.3966, atom 12 (H): 0.4065, atom 13 (H): 0.3101